*one*
This record from the Open Molecules 2025 dataset describes a cluster of 11 separate species, C22H66O11 in total. The level of theory is ωB97M-V with the def2-TZVPD basis set.

## Properties
Structure (SMILES): CCO.CCO.CCO.CCO.CCO.CCO.CCO.CCO.CCO.CCO.CCO
LUMO level (eV): 0.31
E_HOMO (eV): -9.2300

Bonds (Å) are listed after each position.
Positions of all 99 atoms, in Å:
1 C 2.40733 -2.93070 3.40839  C2 1.461, H4 1.094, H5 1.088, H6 1.089
2 C 1.99322 -2.60101 4.77013  C1 1.461, O3 1.460, H7 1.100, H8 1.098
3 O 1.11129 -1.44295 4.65859  C2 1.460, H9 0.966
4 H 1.51358 -3.15903 2.82050  C1 1.094
5 H 3.07895 -3.78571 3.35981  C1 1.088
6 H 2.89850 -2.08288 2.93230  C1 1.089
7 H 2.87735 -2.43875 5.40362  C2 1.100
8 H 1.38523 -3.35694 5.28343  C2 1.098
9 H 0.96387 -1.05213 5.52910  O3 0.966
10 C 3.81008 1.22745 2.94303  C11 1.539, H13 1.100, H14 1.083, H15 1.103
11 C 2.71822 1.30551 4.02457  C10 1.539, O12 1.428, H16 1.097, H17 1.092
12 O 1.40346 1.19924 3.47640  C11 1.428, H18 0.977
13 H 4.79687 0.93914 3.33440  C10 1.100
14 H 3.98656 2.06200 2.27591  C10 1.083
15 H 3.54756 0.36688 2.30468  C10 1.103
16 H 2.80221 2.26367 4.55232  C11 1.097
17 H 2.89610 0.49753 4.73719  C11 1.092
18 H 1.04851 0.32692 3.73547  O12 0.977
19 C 5.61798 -1.21266 -0.18527  C20 1.517, H22 1.095, H23 1.088, H24 1.097
20 C 6.46791 -1.03079 -1.42843  C19 1.517, O21 1.420, H25 1.100, H26 1.098
21 O 7.84940 -1.19059 -1.14147  C20 1.420, H27 0.964
22 H 4.56293 -1.24661 -0.47619  C19 1.095
23 H 5.79745 -0.46841 0.58712  C19 1.088
24 H 5.82466 -2.19354 0.26002  C19 1.097
25 H 6.24385 -0.03676 -1.84294  C20 1.100
26 H 6.05832 -1.70316 -2.19340  C20 1.098
27 H 8.18043 -1.87551 -1.73418  O21 0.964
28 C 0.42011 -1.39940 -1.23002  C29 1.528, H31 1.084, H32 1.090, H33 1.095
29 C -0.93889 -1.26649 -0.54425  C28 1.528, O30 1.415, H34 1.087, H35 1.097
30 O -1.56276 -0.12472 -1.10039  C29 1.415, H36 0.978
31 H 0.93657 -2.31098 -0.94999  C28 1.084
32 H 1.00754 -0.49863 -1.05428  C28 1.090
33 H 0.23640 -1.40278 -2.30930  C28 1.095
34 H -0.78733 -1.19487 0.52966  C29 1.087
35 H -1.49866 -2.16719 -0.82603  C29 1.097
36 H -2.34508 0.09487 -0.55624  O30 0.978
37 C 2.62053 0.04956 -3.32906  C38 1.515, H40 1.094, H41 1.094, H42 1.095
38 C 1.97476 1.35382 -3.74860  C37 1.515, O39 1.400, H43 1.100, H44 1.094
39 O 2.88421 2.41786 -3.74272  C38 1.400, H45 0.981
40 H 1.90610 -0.77859 -3.31909  C37 1.094
41 H 3.11145 0.11731 -2.35330  C37 1.094
42 H 3.39657 -0.20795 -4.05788  C37 1.095
43 H 1.07398 1.55255 -3.14884  C38 1.100
44 H 1.63183 1.22862 -4.78004  C38 1.094
45 H 2.97002 2.73874 -2.81932  O39 0.981
46 C -3.99900 1.52613 2.50316  C47 1.516, H49 1.101, H50 1.083, H51 1.099
47 C -3.26670 0.39962 1.80049  C46 1.516, O48 1.452, H52 1.093, H53 1.088
48 O -3.92462 -0.00861 0.57258  C47 1.452, H54 0.962
49 H -4.90843 1.16250 3.00500  C46 1.101
50 H -4.26602 2.34264 1.84322  C46 1.083
51 H -3.37821 1.84515 3.35170  C46 1.099
52 H -3.16415 -0.45442 2.47495  C47 1.093
53 H -2.29949 0.78729 1.48667  C47 1.088
54 H -4.87377 -0.03849 0.72502  O48 0.962
55 C -1.05973 3.49517 0.31907  C56 1.514, H58 1.093, H59 1.085, H60 1.105
56 C -0.69724 4.96298 0.24851  C55 1.514, O57 1.478, H61 1.106, H62 1.099
57 O 0.76523 5.17412 0.26826  C56 1.478, H63 0.962
58 H -0.74612 2.95836 1.21768  C55 1.093
59 H -0.76678 2.91360 -0.54939  C55 1.085
60 H -2.16366 3.48081 0.35551  C55 1.105
61 H -1.10609 5.50160 1.12425  C56 1.106
62 H -1.16844 5.45309 -0.61481  C56 1.099
63 H 0.96691 6.09105 0.47884  O57 0.962
64 C -4.07991 -3.85102 1.66626  C65 1.542, H67 1.093, H68 1.090, H69 1.098
65 C -4.21862 -5.34418 1.30881  C64 1.542, O66 1.435, H70 1.096, H71 1.106
66 O -4.70284 -5.47034 -0.03628  C65 1.435, H72 0.960
67 H -3.45795 -3.29821 0.95702  C64 1.093
68 H -3.63073 -3.69735 2.64760  C64 1.090
69 H -5.07585 -3.38878 1.69096  C64 1.098
70 H -4.86892 -5.81525 2.05535  C65 1.096
71 H -3.21694 -5.79831 1.42863  C65 1.106
72 H -5.19490 -6.29024 -0.12322  O66 0.960
73 C -5.04029 -2.79292 -3.13517  C74 1.504, H76 1.091, H77 1.100, H78 1.091
74 C -3.99534 -2.51883 -2.08834  C73 1.504, O75 1.395, H79 1.090, H80 1.090
75 O -3.30741 -3.69456 -1.78915  C74 1.395, H81 0.978
76 H -5.35741 -1.92349 -3.71214  C73 1.091
77 H -5.92560 -3.23898 -2.65940  C73 1.100
78 H -4.69271 -3.56699 -3.82162  C73 1.091
79 H -4.47164 -2.01705 -1.24544  C74 1.090
80 H -3.27023 -1.84292 -2.54240  C74 1.090
81 H -3.81327 -4.16321 -1.09525  O75 0.978
82 C 4.73714 2.56927 -0.58855  C83 1.504, H85 1.092, H86 1.094, H87 1.095
83 C 3.26880 2.77249 -0.33391  C82 1.504, O84 1.499, H88 1.089, H89 1.098
84 O 2.71976 3.80548 -1.27175  C83 1.499, H90 0.976
85 H 4.98458 2.49589 -1.64926  C82 1.092
86 H 5.10332 1.67226 -0.07967  C82 1.094
87 H 5.34092 3.40481 -0.21853  C82 1.095
88 H 3.09284 3.10010 0.68919  C83 1.089
89 H 2.71394 1.85104 -0.55513  C83 1.098
90 H 2.09699 4.27266 -0.68321  O84 0.976
91 C -4.65470 2.87688 -3.17468  C92 1.507, H94 1.079, H95 1.103, H96 1.103
92 C -3.51923 1.89234 -3.28138  C91 1.507, O93 1.409, H97 1.099, H98 1.103
93 O -2.57074 2.16535 -2.27594  C92 1.409, H99 0.977
94 H -5.37405 2.83739 -3.97805  C91 1.079
95 H -4.24772 3.89342 -3.03803  C91 1.103
96 H -5.14342 2.76318 -2.19262  C91 1.103
97 H -3.05257 1.94145 -4.27549  C92 1.099
98 H -3.93486 0.87950 -3.14417  C92 1.103
99 H -2.06323 1.34460 -2.12116  O93 0.977

=====

*two*
This record from the Open Molecules 2025 dataset describes a cluster of 11 separate species, C22H66O11 in total. The level of theory is ωB97M-V with the def2-TZVPD basis set.

## Properties
Structure (SMILES): CCO.CCO.CCO.CCO.CCO.CCO.CCO.CCO.CCO.CCO.CCO
LUMO level (eV): 0.47
E_HOMO (eV): -9.5920

Bonds (Å) are listed after each position.
Positions of all 99 atoms, in Å:
1 C 0.66519 3.75475 -4.35564  C2 1.495, H4 1.082, H5 1.091, H6 1.096
2 C 0.14668 2.43516 -4.83087  C1 1.495, O3 1.434, H7 1.095, H8 1.093
3 O 0.91851 1.40593 -4.19820  C2 1.434, H9 0.968
4 H 0.99419 3.67404 -3.32825  C1 1.082
5 H -0.03822 4.56931 -4.53234  C1 1.091
6 H 1.56266 3.98676 -4.93998  C1 1.096
7 H 0.28141 2.33645 -5.91348  C2 1.095
8 H -0.91335 2.28391 -4.61068  C2 1.093
9 H 0.32598 0.68827 -3.93022  O3 0.968
10 C 3.51351 -2.32675 -3.54407  C11 1.507, H13 1.096, H14 1.094, H15 1.089
11 C 5.00899 -2.19810 -3.40757  C10 1.507, O12 1.423, H16 1.102, H17 1.096
12 O 5.53309 -3.49932 -3.16637  C11 1.423, H18 0.961
13 H 3.26018 -2.99087 -4.37868  C10 1.096
14 H 3.01728 -1.38770 -3.80495  C10 1.094
15 H 3.05401 -2.71407 -2.63629  C10 1.089
16 H 5.26354 -1.53726 -2.56302  C11 1.102
17 H 5.50327 -1.75212 -4.27849  C11 1.096
18 H 6.44973 -3.42076 -2.88930  O12 0.961
19 C -0.47320 5.11139 0.09519  C20 1.509, H22 1.093, H23 1.090, H24 1.088
20 C -1.08714 4.57270 1.36420  C19 1.509, O21 1.412, H25 1.110, H26 1.095
21 O -1.08505 3.16073 1.35304  C20 1.412, H27 0.962
22 H 0.59272 4.87204 0.07398  C19 1.093
23 H -0.60676 6.19019 0.01506  C19 1.090
24 H -0.98746 4.69704 -0.76913  C19 1.088
25 H -2.13502 4.93795 1.35440  C20 1.110
26 H -0.70419 5.01836 2.28824  C20 1.095
27 H -1.23121 2.79858 2.23183  O21 0.962
28 C 1.12888 -0.58421 -0.38744  C29 1.505, H31 1.091, H32 1.091, H33 1.093
29 C 0.62537 0.82198 -0.20433  C28 1.505, O30 1.437, H34 1.095, H35 1.098
30 O -0.79519 0.88005 -0.41397  C29 1.437, H36 0.975
31 H 2.16988 -0.63684 -0.06516  C28 1.091
32 H 1.07209 -0.93535 -1.41912  C28 1.091
33 H 0.55172 -1.25122 0.25808  C28 1.093
34 H 1.14991 1.54831 -0.83391  C29 1.095
35 H 0.85140 1.06944 0.84149  C29 1.098
36 H -1.08976 1.73189 -0.04123  O30 0.975
37 C -0.40735 -5.65743 -1.93205  C38 1.505, H40 1.098, H41 1.095, H42 1.085
38 C 0.98473 -5.08937 -1.99422  C37 1.505, O39 1.447, H43 1.096, H44 1.096
39 O 1.74954 -5.66856 -0.91126  C38 1.447, H45 0.962
40 H -1.08387 -5.02352 -2.51952  C37 1.098
41 H -0.85257 -5.55355 -0.93749  C37 1.095
42 H -0.50877 -6.68305 -2.26975  C37 1.085
43 H 0.97614 -3.99516 -1.92967  C38 1.096
44 H 1.51267 -5.38019 -2.90995  C38 1.096
45 H 2.68557 -5.63726 -1.13034  O39 0.962
46 C -0.27472 -3.54683 4.96144  C47 1.520, H49 1.096, H50 1.089, H51 1.091
47 C -0.73665 -3.04242 3.60392  C46 1.520, O48 1.420, H52 1.086, H53 1.100
48 O -0.01714 -1.89342 3.18069  C47 1.420, H54 0.982
49 H -0.59990 -4.58381 5.10416  C46 1.096
50 H -0.67708 -2.93633 5.76782  C46 1.089
51 H 0.81404 -3.57143 5.01904  C46 1.091
52 H -1.78050 -2.74302 3.63622  C47 1.086
53 H -0.59854 -3.82957 2.84798  C47 1.100
54 H 0.93925 -2.11502 3.15059  O48 0.982
55 C -1.89956 -2.49073 -2.65300  C56 1.499, H58 1.092, H59 1.095, H60 1.090
56 C -2.37134 -1.10145 -2.95867  C55 1.499, O57 1.444, H61 1.095, H62 1.094
57 O -1.27654 -0.16331 -3.03836  C56 1.444, H63 0.999
58 H -1.08594 -2.72240 -3.34398  C55 1.092
59 H -2.67667 -3.23939 -2.84119  C55 1.095
60 H -1.54383 -2.62278 -1.63074  C55 1.090
61 H -3.11497 -0.70015 -2.26177  C56 1.095
62 H -2.83523 -1.08154 -3.94907  C56 1.094
63 H -0.99078 0.08415 -2.11351  O57 0.999
64 C -4.72930 3.22742 0.72068  C65 1.523, H67 1.091, H68 1.088, H69 1.099
65 C -5.09479 4.70250 0.82365  C64 1.523, O66 1.447, H70 1.093, H71 1.092
66 O -6.43390 4.84185 1.35503  C65 1.447, H72 0.958
67 H -5.40781 2.72640 0.02934  C64 1.091
68 H -4.76144 2.69209 1.66785  C64 1.088
69 H -3.71433 3.14302 0.30668  C64 1.099
70 H -5.07325 5.12896 -0.18199  C65 1.093
71 H -4.39480 5.21793 1.48382  C65 1.092
72 H -6.96713 5.36744 0.75682  O66 0.958
73 C -3.40521 -0.49157 1.99818  C74 1.503, H76 1.088, H77 1.093, H78 1.085
74 C -4.07618 -0.58665 0.65646  C73 1.503, O75 1.453, H79 1.101, H80 1.099
75 O -5.31083 -1.33826 0.80883  C74 1.453, H81 0.959
76 H -4.08058 -0.01136 2.70334  C73 1.088
77 H -2.49250 0.09549 1.87049  C73 1.093
78 H -3.12490 -1.48011 2.34727  C73 1.085
79 H -3.48782 -1.14473 -0.08792  C74 1.101
80 H -4.26397 0.40421 0.21901  C74 1.099
81 H -5.83527 -1.29255 0.00692  O75 0.959
82 C 2.03634 3.06599 2.93623  C83 1.492, H85 1.090, H86 1.100, H87 1.093
83 C 3.33998 2.79812 3.61125  C82 1.492, O84 1.435, H88 1.104, H89 1.099
84 O 4.32608 2.45052 2.62886  C83 1.435, H90 0.962
85 H 2.02417 3.85359 2.18261  C82 1.090
86 H 1.27684 3.36077 3.67517  C82 1.100
87 H 1.62493 2.15618 2.49215  C82 1.093
88 H 3.15366 1.95679 4.30197  C83 1.104
89 H 3.58734 3.65763 4.25027  C83 1.099
90 H 5.20763 2.48363 3.01227  O84 0.962
91 C 3.09078 -0.49819 2.63312  C92 1.485, H94 1.093, H95 1.092, H96 1.094
92 C 3.46973 -1.88892 2.27474  C91 1.485, O93 1.446, H97 1.101, H98 1.095
93 O 2.64038 -2.79678 3.03533  C92 1.446, H99 0.960
94 H 3.38309 -0.23602 3.65332  C91 1.093
95 H 2.02012 -0.29271 2.57901  C91 1.092
96 H 3.62490 0.21457 1.99738  C91 1.094
97 H 4.51777 -2.04379 2.57385  C92 1.101
98 H 3.43068 -2.11592 1.20419  C92 1.095
99 H 3.07595 -3.65068 3.09370  O93 0.960

=====

It is *one* that is the least stable of them.